Record 1
CH6OSi in the gas phase at a distorted geometry. Source: the OMol25 dataset; level of theory: ωB97M-V/def2-TZVPD.

XYZ file:
```
9
Properties=species:S:1:pos:R:3:forces:R:3
C -1.15961 -0.31271 -0.13304 0.17 1.06 0.79
O 1.05714 -0.37513 1.09453 2.86 1.35 1.71
Si 0.59185 0.42728 -0.26280 -1.44 -2.91 -1.15
H -1.28164 -0.96364 -0.96457 -0.13 -0.72 -0.70
H -1.92690 0.46403 -0.25126 -0.19 -0.41 0.55
H 1.80418 0.07661 1.58752 -1.17 -1.11 -0.78
H 1.08227 -0.17973 -1.57267 0.23 0.34 0.60
H -1.17700 -0.92114 0.83393 -0.31 1.17 -1.33
H 1.00971 1.78443 -0.33164 -0.02 1.24 0.31
```
Positions in Å, forces in eV/Å.

E_tot: -11059.7347 eV
gap between HOMO and LUMO: 10.93 eV
highest occupied orbital energy: -10.21 eV
relative energy (zero: lowest compared OMol25 entry of this formula, charge and spin): 6.0 kcal/mol

Here are the natural (NBO) charges for atoms 1 to 8, given in e:
1. C -1.096
2. O -1.082
3. Si 1.420
4. H 0.232
5. H 0.231
6. H 0.493
7. H -0.239
8. H 0.258

***

Record 2
CH6P2 in the gas phase at a distorted geometry. Source: the OMol25 dataset; level of theory: ωB97M-V/def2-TZVPD.

XYZ file:
```
9
Properties=species:S:1:pos:R:3:forces:R:3
C -0.10880 0.89660 1.59259 2.50 2.38 -2.42
P -0.41478 0.34858 -0.05719 -1.96 -1.59 1.91
P 1.08831 -0.64472 -1.35535 0.59 -0.79 1.49
H 0.14755 0.14422 2.27935 -0.16 -1.54 0.72
H 0.92641 1.54022 1.57373 -2.55 -1.03 -0.21
H -1.57732 -0.62746 -0.02977 1.63 1.10 0.10
H -1.08993 1.22686 -0.86540 0.11 0.94 -0.28
H 0.42334 -1.05366 -2.47957 -0.92 0.05 -0.94
H 0.60522 -1.83065 -0.65838 0.77 0.49 -0.35
```
Positions in Å, forces in eV/Å.

E_tot: -19708.2147 eV
gap between HOMO and LUMO: 8.38 eV
highest occupied orbital energy: -7.81 eV
relative energy (zero: lowest compared OMol25 entry of this formula, charge and spin): 60.1 kcal/mol

Here are the natural (NBO) charges for atoms 1 to 8, given in e:
1. C -1.099
2. P 0.700
3. P -0.022
4. H 0.217
5. H 0.211
6. H 0.010
7. H -0.019
8. H -0.010

***

Record 3
2 unconnected molecules or ions with the total composition CH6S2. Source: the OMol25 dataset; level of theory: ωB97M-V/def2-TZVPD.

XYZ file:
```
9
Properties=species:S:1:pos:R:3:forces:R:3
C -1.41275 -4.59147 -1.78242 0.51 -0.23 -0.14
H -0.69662 -5.16191 -1.19878 0.00 -0.23 0.04
H -0.98253 -3.59699 -1.89515 -0.47 0.12 0.09
H -2.37939 -4.64381 -1.30181 -0.13 0.42 0.20
H -1.51479 -5.04305 -2.76193 0.10 -0.09 -0.19
S 1.89890 4.71543 2.28718 0.19 0.04 -0.02
S 1.95656 6.79636 2.07910 0.15 -0.12 -0.06
H 1.88854 4.74938 3.62317 -0.16 -0.01 0.07
H 1.24208 6.77607 0.95066 -0.18 0.09 0.01
```
Positions in Å, forces in eV/Å.

E_tot: -22804.3772 eV
gap between HOMO and LUMO: 9.02 eV
highest occupied orbital energy: -8.75 eV
relative energy (zero: lowest compared OMol25 entry of this formula, charge and spin): 5.8 kcal/mol

Here are the natural (NBO) charges for atoms 1 to 8, given in e:
1. C -0.849
2. H 0.211
3. H 0.214
4. H 0.214
5. H 0.211
6. S -0.135
7. S -0.133
8. H 0.134

***

Record 4
2 unconnected molecules or ions with the total composition CH6S3 at a distorted geometry. Source: the OMol25 dataset; level of theory: ωB97M-V/def2-TZVPD.

XYZ file:
```
10
Properties=species:S:1:pos:R:3:forces:R:3
S 3.46855 -0.23540 -0.11718 0.07 0.13 -0.30
H 3.37185 0.04438 1.18729 -0.03 -0.24 0.04
H 3.55665 -1.56627 0.02013 -0.04 0.11 0.25
C -0.86980 -0.56704 -0.30785 0.32 -0.83 -0.14
S -2.48279 -0.11580 0.35750 0.03 -1.60 1.10
S -2.48724 2.10878 -0.44066 0.05 1.84 -0.77
H 0.06946 -0.17032 0.11159 -0.61 0.66 -0.02
H -0.74150 -1.63959 -0.13256 -0.22 -0.12 -0.17
H -0.90575 -0.43420 -1.39140 0.35 0.17 0.00
H -2.97944 2.57545 0.71315 0.09 -0.13 0.02
```
Positions in Å, forces in eV/Å.

<S²>: 0.75
E_tot: -33639.6448 eV
gap between HOMO and LUMO (alpha / beta): 3.48 / 5.76 eV
charge: -1
highest occupied orbital energy (alpha / beta): -0.59 / -2.87 eV
relative energy (zero: lowest compared OMol25 entry of this formula, charge and spin): 7.4 kcal/mol
multiplicity: 2

Here are the natural (NBO) charges for atoms 1 to 8, given in e:
1. S -0.281
2. H 0.144
3. H 0.137
4. C -0.760
5. S -0.289
6. S -0.620
7. H 0.188
8. H 0.194

***

Record 5
2 unconnected molecules or ions with the total composition CH6S3 at a distorted geometry. Source: the OMol25 dataset; level of theory: ωB97M-V/def2-TZVPD.

XYZ file:
```
10
Properties=species:S:1:pos:R:3:forces:R:3
S 1.83011 -0.51404 3.36328 0.12 0.06 0.23
H 0.49615 -0.46121 3.27547 0.01 -0.08 -0.14
H 1.91547 -1.73131 2.81512 -0.12 0.06 -0.11
C -1.39931 1.04475 -2.82844 -0.60 -0.39 0.66
S -1.67253 -0.03954 -1.37725 -2.33 0.23 -0.69
S 0.48727 -0.07769 -0.68639 2.34 -0.12 0.72
H -2.38684 1.19027 -3.25425 -0.04 -0.10 -0.44
H -0.74527 0.49110 -3.49855 0.13 0.46 -0.24
H -1.04990 2.03951 -2.54865 0.44 -0.19 0.01
H 0.20908 0.74112 0.33033 0.04 0.06 0.00
```
Positions in Å, forces in eV/Å.

<S²>: 0.75
E_tot: -33639.6073 eV
gap between HOMO and LUMO (alpha / beta): 3.43 / 6.53 eV
charge: -1
highest occupied orbital energy (alpha / beta): -0.19 / -3.37 eV
relative energy (zero: lowest compared OMol25 entry of this formula, charge and spin): 8.2 kcal/mol
multiplicity: 2

Here are the natural (NBO) charges for atoms 1 to 8, given in e:
1. S -0.309
2. H 0.152
3. H 0.149
4. C -0.746
5. S -0.319
6. S -0.604
7. H 0.196
8. H 0.194

***

Record 6
2 unconnected molecules or ions with the total composition CH6S3 at a distorted geometry. Source: the OMol25 dataset; level of theory: ωB97M-V/def2-TZVPD.

XYZ file:
```
10
Properties=species:S:1:pos:R:3:forces:R:3
S 2.21525 1.09014 0.48832 -0.19 0.70 -1.02
H 1.72053 1.74143 1.55587 0.35 -0.59 0.29
H 2.77360 -0.00656 0.98915 -0.07 -0.01 0.77
C -0.41734 -1.05897 -0.58207 0.39 -0.56 -1.49
S -1.46593 -0.02545 -1.57746 -1.36 -0.57 0.98
S -2.64396 0.75729 -0.13333 -0.62 0.45 -1.04
H -0.76598 -1.44935 0.35901 -0.30 0.67 0.40
H -0.09439 -1.93135 -1.15624 -0.22 0.12 -0.43
H 0.40197 -0.37640 -0.63775 1.45 0.15 1.24
H -1.72374 1.25923 0.69450 0.57 -0.38 0.31
```
Positions in Å, forces in eV/Å.

<S²>: 0.75
E_tot: -33630.7054 eV
gap between HOMO and LUMO (alpha / beta): 8.63 / 4.92 eV
charge: +1
highest occupied orbital energy (alpha / beta): -13.47 / -13.43 eV
relative energy (zero: lowest compared OMol25 entry of this formula, charge and spin): 11.3 kcal/mol
multiplicity: 2

Here are the natural (NBO) charges for atoms 1 to 8, given in e:
1. S -0.305
2. H 0.167
3. H 0.168
4. C -0.821
5. S 0.619
6. S 0.141
7. H 0.281
8. H 0.288

***

Record 7
2 unconnected molecules or ions with the total composition CH6S3 at a distorted geometry. Source: the OMol25 dataset; level of theory: ωB97M-V/def2-TZVPD.

XYZ file:
```
10
Properties=species:S:1:pos:R:3:forces:R:3
S -0.52488 2.10149 2.59351 0.64 -0.96 0.10
S 1.41247 1.48517 2.39408 -1.00 -0.02 -0.59
H -0.84092 1.94214 1.28611 0.20 0.64 -0.15
H 1.28632 0.40447 3.19462 0.15 0.32 0.61
C 0.11477 -0.62565 -1.58411 0.21 -0.40 -0.40
S -1.35941 -1.48389 -2.12715 -0.52 -0.36 -0.04
H 1.00092 -0.92727 -2.13370 0.08 -0.11 0.07
H 0.25067 -0.75711 -0.53207 0.23 -0.09 0.68
H -0.06746 0.40382 -1.78505 -0.04 0.91 -0.16
H -1.27247 -2.54317 -1.30625 0.07 0.06 -0.13
```
Positions in Å, forces in eV/Å.

<S²>: 0.75
E_tot: -33630.0983 eV
gap between HOMO and LUMO (alpha / beta): 5.79 / 1.90 eV
charge: +1
highest occupied orbital energy (alpha / beta): -11.66 / -11.65 eV
relative energy (zero: lowest compared OMol25 entry of this formula, charge and spin): 25.3 kcal/mol
multiplicity: 2

Here are the natural (NBO) charges for atoms 1 to 8, given in e:
1. S 0.307
2. S 0.299
3. H 0.197
4. H 0.194
5. C -0.741
6. S -0.012
7. H 0.227
8. H 0.192

***

Record 8
2 unconnected molecules or ions with the total composition CH6SSi at a distorted geometry. Source: the OMol25 dataset; level of theory: ωB97M-V/def2-TZVPD.

XYZ file:
```
9
Properties=species:S:1:pos:R:3:forces:R:3
C 0.19371 -0.96061 1.22766 0.86 0.14 1.21
Si 0.23469 -0.94385 -0.72751 -1.74 -0.25 3.92
S -0.78350 2.47547 -1.54363 -0.17 0.37 -0.14
H 0.93945 -1.72782 1.72821 -1.75 1.15 -1.17
H 0.55029 0.01758 1.70105 -0.35 -1.00 -1.06
H -0.85241 -1.05121 1.65371 1.21 -0.37 -0.65
H -1.00026 -1.12732 -1.39280 -0.79 -0.09 -0.69
H 1.38877 -0.51958 -1.26605 2.55 0.90 -1.56
H -0.67075 3.83736 -1.38065 0.19 -0.84 0.15
```
Positions in Å, forces in eV/Å.

E_tot: -19843.0586 eV
gap between HOMO and LUMO (alpha / beta): 8.61 / 4.66 eV
highest occupied orbital energy (alpha / beta): -9.30 / -7.01 eV
relative energy (zero: lowest compared OMol25 entry of this formula, charge and spin): 99.0 kcal/mol

Here are the natural (NBO) charges for atoms 1 to 8, given in e:
1. C -1.121
2. Si 0.884
3. S -0.303
4. H 0.250
5. H 0.256
6. H 0.252
7. H -0.152
8. H -0.176